14
Properties=species:S:1:pos:R:3:lowdin_charge:R:1 method="wB97M-V/def2-TZVPD" charge=0 smiles="N[C@@H](CO)C(=O)O" lumo_ha=0.0227 homo_ev=-10.28 relative_energy_kj_mol=198.4
O -1.375 -0.911 -0.512 -0.111
O 2.614 0.055 0.011 0.078
O 1.122 -1.611 -0.425 0.136
N -0.182 1.184 -0.731 0.010
C -0.973 -0.422 0.715 -0.254
C 0.294 0.391 0.459 -0.280
C 1.468 -0.427 0.053 -0.487
H 0.200 -1.750 -0.647 0.084
H -0.327 2.151 -0.262 0.125
H 0.505 1.113 1.339 0.176
H -0.731 -1.211 1.382 0.117
H -1.755 0.184 1.242 0.136
H -1.459 -0.137 -1.176 0.136
H 0.598 1.391 -1.449 0.134